No. 1
# C2H5NO

A structure of composition C2H5NO in a non-equilibrium geometry (wB97M-V/def2-TZVPD, the OMol25 dataset).

Summary:
M, g/mol: 59.07
E, eV: -5688.1939
HOMO level, eV: -8.7209
ΔE to the lowest compared entry with this formula, charge and spin, kJ/mol: 485.9

```
9
Properties=species:S:1:pos:R:3:lowdin_charge:R:1
O 1.4365 0.7764 1.1789 0.10
C 0.7285 0.1277 0.4482 -0.43
C 0.7322 -1.1972 0.0760 0.03
N -1.2867 0.6514 -0.5604 0.05
H -0.0324 0.7488 -0.2627 0.05
H 1.7381 -1.6636 0.2880 0.09
H -0.1303 -1.6817 -0.3436 0.04
H -1.4807 1.4206 -1.1931 0.03
H -1.7052 0.8176 0.3686 0.04
```

---

No. 2
# C2H5NO2

An isolated molecule of C2H5NO2 in a non-equilibrium geometry (wB97M-V/def2-TZVPD, the OMol25 dataset).

Summary:
M, g/mol: 75.07
E, eV: -7736.0030
HOMO level, eV: -7.3432
ΔE to the lowest compared entry with this formula, charge and spin, kJ/mol: 458.1

```
10
Properties=species:S:1:pos:R:3:lowdin_charge:R:1
C -0.4910 0.7330 -0.0051 -0.38
C 0.7010 -0.1582 -0.0033 0.03
N -2.3282 -0.7916 -0.0015 -0.04
O -1.7306 0.3949 0.0015 -0.10
O -0.2592 2.0674 -0.0020 0.10
H 0.4094 -1.1775 0.2442 0.08
H 1.4186 0.2007 0.7329 0.10
H 1.1874 -0.1560 -0.9794 0.10
H -1.6361 -1.5503 -0.0143 -0.01
H -1.1040 2.5366 0.0175 0.13
```

---

No. 3
# C2H5NO2

An isolated molecule of C2H5NO2 in a non-equilibrium geometry (wB97M-V/def2-TZVPD, the OMol25 dataset).

Summary:
M, g/mol: 75.07
E, eV: -7739.7715
SMILES: NC(=O)CO
HOMO level, eV: -10.0999
ΔE to the lowest compared entry with this formula, charge and spin, kJ/mol: 94.5

```
10
Properties=species:S:1:pos:R:3:lowdin_charge:R:1
N -1.2351 -0.2330 0.5837 0.15
C -0.1728 0.6305 0.4287 -0.51
O -0.0059 1.6050 1.1329 0.06
C 0.7925 0.2138 -0.7481 -0.16
O 0.9743 -1.1873 -0.6295 -0.06
H -2.0101 -0.0004 1.1943 0.12
H -1.2785 -1.0975 0.0679 0.10
H 0.3015 0.4578 -1.6886 0.12
H 1.7699 0.7080 -0.6595 0.13
H 0.8641 -1.0969 0.3183 0.07
```

---

No. 4
# C2H5NO2

A cluster of 2 separate species, C2H5NO2 in total in a non-equilibrium geometry (wB97M-V/def2-TZVPD, the OMol25 dataset).

Summary:
M, g/mol: 75.07
E, eV: -7737.6406
SMILES: O=CO.C=N
HOMO level, eV: -8.9067
ΔE to the lowest compared entry with this formula, charge and spin, kJ/mol: 300.1

```
10
Properties=species:S:1:pos:R:3:lowdin_charge:R:1
O -6.2127 0.2452 1.8461 0.08
C -5.6078 1.2421 1.6162 -0.42
O -5.1180 1.7053 0.4642 0.08
H -5.3215 1.9590 2.3982 0.14
H -5.3158 1.2537 -0.3626 0.12
C 5.5326 -0.9244 -0.9142 -0.13
N 5.1004 -1.9995 -1.4519 -0.01
H 5.0185 -0.3404 -0.1823 0.04
H 6.1244 -0.4646 -1.7078 0.06
H 5.7999 -2.6765 -1.7061 0.03
```

---

No. 5
# C2H5NO2

A cluster of 2 separate species, C2H5NO2 in total in a non-equilibrium geometry (wB97M-V/def2-TZVPD, the OMol25 dataset).

Summary:
M, g/mol: 75.07
E, eV: -7738.2972
SMILES: NC=O.C=O
HOMO level, eV: -10.0889
ΔE to the lowest compared entry with this formula, charge and spin, kJ/mol: 236.8

```
10
Properties=species:S:1:pos:R:3:lowdin_charge:R:1
N -0.0556 1.0029 -0.5661 0.07
C -0.7767 0.8636 -1.7995 -0.35
O -1.5908 -0.0199 -2.1853 -0.03
H 0.9262 1.3859 -0.8869 0.14
H -0.2563 0.2828 0.1698 0.06
H -0.3796 1.6810 -2.3357 0.09
C 0.4947 -1.3316 1.8971 -0.16
O 0.4395 -0.1597 2.1121 -0.04
H 1.4959 -1.8060 2.3224 0.11
H -0.2973 -1.8991 1.2718 0.11
```

---

No. 6
# C2H5NO2

An isolated molecule of C2H5NO2 in a non-equilibrium geometry (wB97M-V/def2-TZVPD, the OMol25 dataset).

Summary:
M, g/mol: 75.07
E, eV: -7740.0781
SMILES: NCC(=O)O
HOMO level, eV: -10.1726
ΔE to the lowest compared entry with this formula, charge and spin, kJ/mol: 65.0

```
10
Properties=species:S:1:pos:R:3:lowdin_charge:R:1
N -1.0099 -0.4264 -1.4197 -0.02
C 0.3378 -0.4635 -0.8032 -0.16
C 0.3550 0.1649 0.6093 -0.55
O 1.4133 0.2260 1.1606 0.11
O -0.8279 0.6289 0.9879 0.12
H -0.9636 -1.1586 -2.1403 0.08
H -1.0713 0.3073 -2.1372 0.08
H 0.4874 -1.5047 -0.4814 0.13
H 1.1094 -0.0375 -1.4344 0.12
H -1.4931 0.3232 0.3387 0.10
```

---

No. 7
# C2H5NO2

An isolated molecule of C2H5NO2 in a non-equilibrium geometry (wB97M-V/def2-TZVPD, the OMol25 dataset).

Summary:
M, g/mol: 75.07
E, eV: -7739.5380
SMILES: O=CNCO
HOMO level, eV: -10.2725
ΔE to the lowest compared entry with this formula, charge and spin, kJ/mol: 117.1

```
10
Properties=species:S:1:pos:R:3:lowdin_charge:R:1
O -1.5170 1.3603 -0.8137 0.03
C -1.0163 0.3015 -1.1354 -0.33
N -0.0794 -0.4939 -0.4595 0.05
C 0.2752 -0.1687 0.9414 -0.17
O 1.7926 -0.1009 1.0474 -0.10
H -1.1625 -0.1012 -2.1702 0.13
H -0.0447 -1.3962 -0.7322 0.07
H -0.0262 -0.8156 1.7955 0.13
H -0.2378 0.7893 1.1181 0.11
H 2.0160 0.6255 0.4086 0.09
```

---

No. 8
# C2H5NO2

An isolated molecule of C2H5NO2 in a non-equilibrium geometry (wB97M-V/def2-TZVPD, the OMol25 dataset).

Summary:
M, g/mol: 75.07
E, eV: -7738.1768
SMILES: CONC=O
HOMO level, eV: -10.0169
ΔE to the lowest compared entry with this formula, charge and spin, kJ/mol: 248.4

```
10
Properties=species:S:1:pos:R:3:lowdin_charge:R:1
C -1.3778 -0.5813 0.0851 -0.07
O -0.5997 0.2848 -0.7385 -0.16
N 0.4378 0.8357 -0.0280 -0.01
C 1.6237 0.1600 -0.0436 -0.34
O 1.7524 -1.0129 -0.3220 0.04
H -2.1147 -1.0094 -0.5729 0.08
H -1.9022 0.0120 0.8728 0.10
H -0.7268 -1.3498 0.5083 0.08
H 0.4942 1.8373 -0.1177 0.14
H 2.4131 0.8238 0.3566 0.13
```

---

No. 9
# C2H5NO2

An isolated molecule of C2H5NO2 in a non-equilibrium geometry (wB97M-V/def2-TZVPD, the OMol25 dataset).

Summary:
M, g/mol: 75.07
E, eV: -7739.8924
SMILES: NCC(=O)O
HOMO level, eV: -9.8671
ΔE to the lowest compared entry with this formula, charge and spin, kJ/mol: 82.9

```
10
Properties=species:S:1:pos:R:3:lowdin_charge:R:1
N -1.5028 0.1698 -1.0762 0.00
C -0.2898 -0.6236 -0.8597 -0.18
C 0.5842 -0.0626 0.2901 -0.51
O 1.0792 -0.7717 1.1282 0.09
O 0.4070 1.2471 0.5245 0.09
H -2.2318 -0.4878 -1.3573 0.07
H -1.9041 0.5488 -0.2242 0.07
H 0.3445 -0.3973 -1.7311 0.12
H -0.3874 -1.6779 -0.6470 0.11
H 0.4799 1.3689 1.4815 0.13
```

---

No. 10
# C2H5NO2

A structure of composition C2H5NO2 in a non-equilibrium geometry (wB97M-V/def2-TZVPD, the OMol25 dataset).

Summary:
M, g/mol: 75.07
E, eV: -7732.6727
HOMO level (spin up / spin down), eV: -9.7099 / -9.3020
ΔE to the lowest compared entry with this formula, charge and spin, kJ/mol: 779.5

```
10
Properties=species:S:1:pos:R:3:lowdin_charge:R:1
C 1.2522 0.1472 -0.6646 -0.12
C 1.3721 0.3768 0.6589 -0.06
N -0.8735 0.6132 -0.7723 0.12
O -2.3034 -1.0201 -0.0284 -0.20
O -1.6028 0.5344 0.0894 -0.02
H 1.0736 0.8488 -1.5097 0.07
H 1.3709 -1.0095 -0.8638 0.11
H 1.0969 1.3320 0.9830 0.04
H 1.1288 -0.3890 1.2509 0.02
H -2.5148 -1.4339 0.8565 0.03
```

---

No. 11
# C2H5NO2

An isolated molecule of C2H5NO2 (wB97M-V/def2-TZVPD, the OMol25 dataset).

Summary:
M, g/mol: 75.07
E, eV: -7740.4193
SMILES: COC(N)=O
HOMO level, eV: -10.4759
ΔE to the lowest compared entry with this formula, charge and spin, kJ/mol: 32.0

```
10
Properties=species:S:1:pos:R:3:lowdin_charge:R:1
C -0.1456 1.2215 0.8921 -0.07
O -0.7552 0.3102 -0.0065 -0.08
C -0.1316 -0.9110 -0.0641 -0.64
N 0.2128 -1.1188 -1.3584 0.19
O 0.0563 -1.6383 0.8804 0.10
H -0.1969 0.8673 1.9229 0.09
H -0.6841 2.1627 0.7775 0.09
H 0.9036 1.3759 0.6107 0.10
H 0.0589 -0.3357 -1.9671 0.11
H 0.6919 -1.9455 -1.6718 0.11
```

---

No. 12
# C2H5NO2

An isolated molecule of C2H5NO2 in a non-equilibrium geometry (wB97M-V/def2-TZVPD, the OMol25 dataset).

Summary:
Spin multiplicity: 3
M, g/mol: 75.07
E, eV: -7730.9181
<S²>: 2.01
HOMO level (spin up / spin down), eV: -4.9984 / -10.7869
ΔE to the lowest compared entry with this formula, charge and spin, kJ/mol: 375.8

```
10
Properties=species:S:1:pos:R:3:lowdin_spin:R:1
C -0.0488 1.3498 -1.2372 0.81
C 0.2642 0.1393 -0.7152 0.64
N 0.7223 -0.0737 0.6048 0.26
O -0.7341 -1.4710 1.6903 0.11
O 0.6423 -1.2839 1.2255 0.03
H -0.3025 1.3560 -2.3271 0.04
H -0.0774 2.1935 -0.5211 0.05
H 0.2362 -0.7637 -1.2365 0.03
H 0.5416 0.7443 1.1931 0.01
H -1.2439 -2.1908 1.3234 0.01
```